Entry from the OMol25 dataset: C29H20Cl5N6O6SZn as an isolated structure (ωB97M-V/def2-TZVPD).

Computed properties:
- HOMO: -5.67 eV
- 2S+1: 1
- Total charge: -1
- Orbital gap: 7.1549 eV

Last column: Mulliken charge in e.
CARTESIAN COORDINATES (ANGSTROEM)
Zn: -2.10929 -0.44938 0.00582  0.69
N: 5.93324 1.24509 0.84069  -0.61
C: 4.81228 0.41344 0.80487  0.75
C: 4.31794 -0.16540 1.97596  -0.84
C: 3.21987 -1.00600 1.94213  -0.39
C: 2.59239 -1.27251 0.73003  -0.53
C: 3.09061 -0.72279 -0.44526  -0.02
C: 4.19371 0.11158 -0.40935  -0.66
S: 1.19124 -2.35601 0.63057  1.16
O: 1.19798 -2.81273 -0.73881  -0.65
O: 1.33234 -3.34170 1.67525  -0.78
N: -0.16850 -1.49823 0.81283  -0.02
C: -0.56487 -1.19428 2.07840  0.20
N: 0.29484 -1.01420 3.10557  -0.29
C: -0.21503 -0.68509 4.27670  -0.12
C: -1.57516 -0.55849 4.50098  -1.11
C: -2.38132 -0.74560 3.39812  -0.28
N: -1.91876 -1.03181 2.18642  -0.15
H: 6.14670 1.62585 1.74634  0.24
H: 5.96319 1.95080 0.12396  0.26
H: 4.80279 0.05934 2.92296  0.29
H: 2.81923 -1.44866 2.84233  0.49
H: 2.59984 -0.96302 -1.38161  0.48
H: 4.58064 0.54767 -1.32631  0.37
H: 0.50283 -0.52610 5.07939  0.41
H: -1.98423 -0.31263 5.47055  0.38
H: -3.45537 -0.70538 3.49903  0.69
Cl: -4.48349 1.25690 1.95414  -0.25
C: -4.58905 1.48379 0.23736  1.42
C: -3.83285 0.67526 -0.61961  -1.87
C: -4.06342 0.94717 -1.97513  1.49
Cl: -3.25369 0.01398 -3.20261  -0.23
C: -4.92021 1.94784 -2.44592  -0.54
Cl: -5.11475 2.24751 -4.14003  -0.20
C: -5.62852 2.72375 -1.54150  0.67
Cl: -6.69902 3.96024 -2.09444  -0.22
C: -5.46979 2.47957 -0.18499  -0.43
Cl: -6.37348 3.41940 0.95425  -0.20
O: -1.25224 1.56412 1.00320  -0.63
C: -0.50390 1.58557 -0.00044  0.50
O: -0.65975 0.83786 -1.01493  -0.64
C: 0.69094 2.51369 0.01999  0.03
C: 1.65290 2.43846 -0.97731  -0.32
C: 2.77508 3.24654 -0.92751  -0.35
C: 2.90916 4.13337 0.12550  0.18
C: 1.95351 4.24036 1.12244  -0.68
C: 0.84464 3.41572 1.06697  -0.27
N: 4.10975 4.98202 0.19562  0.98
O: 4.09727 5.93166 0.95835  -0.62
O: 5.06567 4.69198 -0.50549  -0.62
H: 1.50536 1.72922 -1.78100  0.44
H: 3.54368 3.19918 -1.68405  0.45
H: 2.09854 4.94895 1.92525  0.48
H: 0.08486 3.44457 1.83789  0.52
C: -0.81718 -5.72517 -3.47451  -1.47
C: -1.29981 -4.49835 -2.75215  1.15
C: -0.81220 -3.24132 -3.08028  -0.86
C: -1.18717 -2.14392 -2.33198  -0.23
N: -2.06474 -2.22131 -1.32498  0.04
C: -2.55211 -3.42307 -1.02191  -0.54
C: -2.19644 -4.57544 -1.69559  -0.85
H: -0.75220 -5.54531 -4.54893  0.36
H: -1.46819 -6.58089 -3.29814  0.37
H: 0.18504 -5.97905 -3.11951  0.27
H: -0.10033 -3.11937 -3.88861  0.38
H: -0.76511 -1.16395 -2.52614  0.58
H: -3.26343 -3.45785 -0.20204  0.42
H: -2.61240 -5.52750 -1.38877  0.36